1.
Entry from the OMol25 dataset: a structure of composition C29H43Cl2F5N3O5SiTi at a distorted geometry (ωB97M-V/def2-TZVPD).

Cartesian coordinates (Å):
C (0.0658, -1.3938, 2.0394)
C (3.6082, -1.9916, -2.3299)
Cl (0.0839, 0.5793, -0.5959)
C (1.7653, 2.4106, 6.3087)
F (-5.7499, 1.9080, 3.8252)
H (1.8148, -3.6077, 3.6397)
C (1.3371, 3.3235, -2.6125)
C (-4.5381, 1.7324, 3.2655)
H (2.1610, 2.6368, -2.8001)
H (1.0937, -2.3924, -2.4303)
O (1.0119, -0.5612, 1.9047)
N (3.2748, -0.7274, -1.6762)
F (-2.9737, 2.1060, 0.0335)
H (3.4093, 1.3456, -1.9792)
Cl (2.2195, 3.2563, 0.9010)
H (-2.4861, -4.6584, 0.1719)
H (2.3640, -2.0456, 2.9407)
C (0.5756, -2.6801, -5.9853)
H (2.7686, 2.1112, 6.0035)
F (-1.2236, 0.4684, 4.1609)
O (-0.6925, 1.6667, 1.7569)
C (0.9599, 2.7093, 3.9552)
H (-0.9722, -4.1808, 2.5114)
C (-1.6920, 2.2739, -3.2669)
H (1.1400, -3.6174, -6.0562)
C (-1.6568, -0.6712, -5.4107)
H (3.6154, -2.8124, -1.5900)
C (1.7349, -2.9275, 2.7897)
H (2.7425, -1.6412, 0.1176)
C (-0.6972, -3.3821, 3.2157)
H (-0.9601, -1.2027, 1.6774)
H (-0.2361, -2.7482, -6.7167)
C (0.5928, 4.4480, 5.5578)
C (-3.4807, 1.2161, 4.0266)
H (1.6977, -4.3118, -0.9169)
C (-0.3613, -4.5856, -0.2545)
H (-0.1225, -5.3780, 0.4648)
H (1.6626, 4.0370, -1.8443)
H (-2.1800, -1.4325, -6.0056)
H (-1.3373, 4.5289, -1.1979)
H (-3.0450, -2.8270, -1.4512)
H (3.9815, 0.3094, -3.3364)
H (1.2310, -1.8513, -6.2857)
C (0.6529, -3.9630, -0.9973)
C (-1.9460, 1.5852, 2.1742)
C (-1.0083, -2.4129, -1.9549)
Ti (1.0895, 1.3154, 1.3065)
C (0.3264, -2.8465, -1.7932)
H (4.5955, -1.9088, -2.8026)
C (-0.8086, -1.3380, -4.3407)
Si (-0.2928, 2.5269, -2.1046)
F (-5.3445, 2.5144, 1.1560)
H (-1.3618, 3.2968, 0.0841)
H (1.2535, 5.2189, 5.1403)
O (1.5068, 1.6859, 3.4484)
C (-1.4043, -1.3656, -2.9384)
F (-3.6916, 0.7849, 5.2936)
H (1.1914, 1.5396, 6.6351)
H (0.3372, 3.3460, 3.3058)
O (-0.4871, -0.3146, -3.2169)
C (-0.7540, 3.7307, -0.7050)
H (1.1102, 3.8765, -3.5309)
C (-4.3229, 2.0712, 1.9298)
H (-1.3566, 1.8712, -4.2273)
C (-1.6897, -4.1783, -0.4073)
H (-1.5892, -2.7774, 3.4289)
C (2.8842, -0.6594, -0.3880)
N (0.3405, -2.5232, 2.6784)
H (0.1286, 4.1919, -0.2174)
H (-1.0598, -0.0434, -6.0684)
C (0.0430, -2.4125, -4.6418)
H (-2.4769, 1.6255, -2.8443)
H (0.1233, -3.2348, -3.9473)
H (2.0504, -3.4423, 1.8701)
H (-2.1181, 3.2748, -3.4182)
C (-3.0638, 1.9689, 1.3947)
H (-0.3270, -3.8290, 4.1439)
C (-2.0110, -3.1287, -1.2680)
H (-2.4648, -1.0287, -2.9419)
H (-2.4345, -0.0942, -4.9070)
C (-2.2250, 1.0975, 3.4744)
H (2.8598, -2.2247, -3.1050)
C (3.2236, 0.4354, -2.5537)
H (2.2336, 0.4985, -3.0318)
H (1.8406, 3.1059, 7.1382)
H (0.5848, 4.5601, 6.6343)
N (1.0795, 3.1179, 5.2255)
H (-0.4148, 4.6062, 5.1581)
O (2.6909, 0.4403, 0.2064)

Its expectation value of S² is 0.75. The value obtained for the calculated total energy is -4229.9645 Ha. For the energy above the lowest of the compared OMol25 structures with the same formula, charge and spin, the calculation gives 150.34 kcal per mole. The calculation puts the HOMO-LUMO gap (spin up / spin down) at 0.146 / 0.146 hartree. Its HOMO energy (spin up / spin down) is -4.027 / -4.027 eV. Its multiplicity is 2.

=====

2.
Entry from the OMol25 dataset: a cluster of 13 separate species, C40H113N7O13 in total at a distorted geometry (ωB97M-V/def2-TZVPD).

Cartesian coordinates (Å):
C (3.3754, -2.2087, -1.5957)
H (-1.6660, -0.2965, -6.8960)
H (-4.5033, 1.4545, 6.6083)
C (4.3031, -3.2960, 4.0385)
H (-3.5373, -2.3723, -0.7095)
H (4.2649, -2.1494, -0.9684)
H (-4.8729, -1.7626, 2.4163)
H (3.1146, -3.2546, -1.7574)
H (-4.7433, -1.3685, 0.0870)
H (4.9495, -2.1033, 2.2977)
H (-0.6359, 2.1033, -5.3539)
H (2.5263, 6.0142, -1.4979)
C (-4.5023, -1.8834, -0.8430)
H (8.1239, 0.0133, 2.9402)
H (-2.6934, 3.9545, 1.8172)
C (-2.4293, 6.0694, -0.7695)
H (0.3955, -2.0113, -0.7529)
H (2.0547, 2.2767, 1.9291)
H (-0.5244, -4.7010, -6.3495)
H (-7.3955, 1.5458, 3.5332)
H (-5.1103, -4.6943, -0.6257)
C (1.6239, 5.4129, -1.6080)
H (6.4058, 2.4513, 1.6179)
H (0.0989, -5.2560, -4.0494)
H (2.1574, 1.3394, -5.6459)
H (-2.3063, 1.3870, -3.5749)
C (-0.1378, -1.7438, 0.1593)
C (-3.2203, -3.2068, 2.9147)
C (-6.5520, 0.9918, 3.9451)
H (8.1667, 0.4580, 4.5352)
H (-1.6254, 0.9772, -1.1157)
H (9.7512, 2.4276, 4.1617)
O (0.6894, -5.3220, -0.3665)
H (8.0516, 2.0004, 1.1136)
H (-4.5801, -1.1578, -1.6526)
H (-4.3433, 2.2409, 8.8092)
H (0.4448, -1.7864, 1.0795)
C (3.3634, -0.3017, -2.9005)
H (0.8063, 0.0723, -4.8823)
C (-3.8259, -1.7701, 2.7195)
H (-5.9092, 2.2169, 1.6885)
O (1.4484, -4.1482, -6.7445)
N (-0.7527, -2.8674, -4.0216)
C (-5.5856, -2.9728, -1.1906)
H (-6.7321, 0.0642, 3.4018)
O (-1.6167, 2.4179, 4.9946)
O (-3.3615, 3.8961, -1.6106)
C (4.0425, -2.4845, 2.7668)
N (9.3091, 2.4067, 3.2539)
H (0.2621, 1.5733, 4.5427)
C (-4.7415, 1.4865, -4.8673)
H (2.5620, -1.7313, -1.0493)
H (1.1899, 5.2754, -2.5984)
H (-1.4809, 4.2369, -0.7964)
H (3.2282, 1.2062, 1.1041)
C (0.6051, 0.6093, 0.4664)
H (-5.1583, -3.5557, -2.0064)
H (7.4911, 2.8162, 3.9188)
H (-4.4156, 4.1518, 1.6603)
H (1.3124, 0.3778, -0.3300)
C (5.5076, 1.0199, 4.9196)
C (7.6249, 0.7024, 3.6215)
H (-6.7712, 0.9518, 5.0121)
N (-4.2724, 2.3721, 6.2551)
C (0.4139, -3.3515, -4.7504)
H (-0.0681, 0.5581, -7.1535)
H (-2.9115, 6.7495, -1.4716)
H (-4.4838, 2.4445, -0.0580)
H (-1.4742, 6.5879, -0.6858)
C (-2.2180, 4.7244, -1.4345)
C (0.1990, -5.8467, 0.8364)
H (-2.7839, 0.0512, -4.4944)
H (2.7238, 4.8439, 0.3028)
H (-1.5126, -6.4651, -0.3979)
H (-2.8712, 6.1529, 0.2234)
O (1.2677, 0.3762, 1.7045)
H (0.9573, -4.3138, -2.9327)
H (-0.9849, 1.9830, 6.8561)
C (-0.5915, -0.3160, 0.1572)
H (2.8777, -0.7825, -4.8675)
H (-5.3647, 2.1957, -5.4120)
H (-1.3813, -7.3385, 1.0043)
H (-2.9402, 1.4682, 2.1418)
C (-1.0141, 1.0827, -5.2960)
H (-4.0964, 2.3431, 5.2609)
H (4.2071, 0.1748, -2.4013)
H (-2.1447, 0.8020, 6.1151)
O (-3.4420, 1.7150, -5.3727)
H (-1.0530, 0.6108, 3.8832)
H (-0.6697, 0.1376, -1.8315)
H (-3.2685, -3.6325, 1.9125)
H (0.2281, 0.7263, -3.7086)
H (1.1822, -5.8731, -7.7577)
H (3.2807, -3.5883, 4.2783)
H (1.6033, -5.6149, -0.3890)
H (-2.9475, 1.3166, 8.8245)
C (3.3537, 0.0935, -4.4270)
H (5.4708, 0.7400, -4.5890)
O (5.2091, -4.2843, 3.6240)
C (-2.4067, 1.0670, -4.6120)
H (-6.5754, -2.5818, -1.4264)
H (-0.2989, -7.7150, -0.3589)
H (-0.4318, -5.1386, 1.3739)
H (2.2913, 3.4437, -1.8664)
H (-5.2316, 0.6064, 1.7414)
H (2.4374, 0.0460, -2.4426)
C (-3.0280, 2.7018, 6.9460)
H (0.2898, 1.6527, 0.4688)
H (0.7594, 3.6210, -0.8804)
C (4.7179, 0.1552, -5.1174)
H (-0.5788, 2.2092, 3.2997)
H (5.4968, -4.8780, 4.3214)
H (3.4800, -2.9768, 1.9734)
C (-0.7698, 1.6163, 4.1942)
H (4.7228, 0.6070, -6.1093)
N (-1.3167, 0.0169, -1.0654)
C (1.7359, 4.0323, -1.1362)
H (-3.2388, -1.0663, 2.1296)
N (-3.6620, 2.0277, 0.3557)
H (2.8459, 2.1047, -4.5242)
H (-3.6007, 1.0241, 0.2599)
C (7.8965, 2.1110, 3.1932)
C (-1.0682, 0.5982, -6.7219)
C (0.1001, -3.8234, -6.1826)
C (-3.6496, 3.5556, 2.1560)
C (7.4676, 2.5820, 1.8269)
H (1.9199, -4.8938, -4.3444)
H (-0.8599, -1.8708, -4.1459)
C (-3.7536, 2.0924, 1.7718)
H (-2.8844, 3.0059, 9.0972)
H (-3.6657, 3.6585, 3.2410)
H (5.5424, 0.5002, 5.8771)
H (0.9963, -6.3712, 1.3630)
H (4.6526, -2.6318, 4.8289)
H (-2.2387, -2.9973, 3.3399)
O (-5.5924, -4.0145, -0.1491)
C (2.4983, 1.2812, 1.9102)
H (1.0652, -4.3958, -8.7635)
C (-5.1474, 1.6045, 2.1711)
H (-5.1782, 0.5124, -5.0876)
H (-0.9773, -2.4222, 0.3113)
H (3.4902, -1.6017, 3.0887)
H (7.6021, 3.5884, 1.4305)
C (0.9414, -4.5667, -3.9928)
O (6.2579, 0.4827, 3.7870)
H (5.1684, -0.8312, -5.2273)
O (-5.3333, 1.5388, 3.5776)
N (-0.1167, 0.1843, -4.4880)
H (-2.7582, 3.7505, 6.8218)
H (0.8344, 5.9024, -1.0377)
H (4.5017, 0.8508, 4.5354)
H (-1.6343, 1.4122, -7.1745)
H (-3.3197, 3.2227, -0.9276)
C (-0.7426, -6.9127, 0.2305)
H (-4.9476, 1.7118, -3.8209)
H (2.6068, -5.0237, -8.3045)
H (-0.7354, -2.8901, -3.0120)
O (-3.8848, -1.1431, 3.9496)
H (9.8324, 1.6297, 2.8762)
O (2.5795, 3.9504, -0.0172)
C (-3.3212, 2.2619, 8.4310)
O (3.5690, -1.6153, -2.8891)
H (3.0746, 1.1627, 2.8277)
H (-0.4948, -3.0409, -6.6537)
H (-1.7301, 4.8183, -2.4046)
C (1.5901, -4.8788, -7.9392)
H (1.1622, -2.5720, -4.8939)
H (-1.2956, -0.1467, 0.9719)
H (-4.1507, -0.2283, 3.8309)
N (2.4478, 1.1914, -4.6900)
H (-3.7352, -3.8351, 3.6415)
C (-1.8952, 1.8515, 6.2712)
H (5.6745, 2.0833, 5.0914)

Its expectation value of S² is 0.75. The value obtained for the calculated total energy is -2952.4850 Ha. The charge is +1. For the energy above the lowest of the compared OMol25 structures with the same formula, charge and spin, the calculation gives 68.06 kcal per mole. The calculation puts the HOMO-LUMO gap (spin up / spin down) at 0.271 / 0.056 hartree. Its HOMO energy (spin up / spin down) is -9.802 / -9.802 eV. Its multiplicity is 2.

=====

3.
Entry from the OMol25 dataset: a structure of composition C37H33Br2N3O2ReSi at a distorted geometry (ωB97M-V/def2-TZVPD).

Cartesian coordinates (Å):
H (-3.7839, 3.2346, -0.8437)
C (-3.2142, -0.9350, -0.5684)
C (0.9881, -3.8867, -0.2160)
H (4.0805, 1.8600, -0.0321)
C (2.4986, -0.9953, -3.3683)
H (0.5455, -7.0864, -2.3050)
H (2.8460, 0.5912, -0.0264)
C (0.7838, 0.6235, -3.6917)
C (-2.7056, 3.2741, -0.9370)
C (-0.1323, 2.3286, 2.9701)
C (1.7412, -6.0956, -0.8540)
C (1.9210, -4.9302, -0.0774)
O (-2.0809, -0.4925, -0.0823)
H (2.5695, 2.1074, -0.9029)
C (2.9857, -4.7388, 0.8341)
H (2.4610, -6.8996, -0.7720)
H (-0.8343, 1.0428, 6.0292)
H (-0.3021, 4.5803, -2.9277)
H (-2.7649, 4.4154, -2.7532)
H (2.8003, 0.5397, 2.5343)
C (-2.2184, -2.9719, -1.6034)
Br (-7.1836, -1.8255, -2.8759)
C (2.9997, 1.6743, 0.0026)
C (-2.1349, 3.9468, -2.0086)
C (-0.2374, 1.3961, 4.0019)
H (0.3095, 1.4060, -4.2669)
C (-0.1440, -4.0226, -1.0534)
C (-0.7541, 4.0315, -2.1113)
C (2.5605, 3.7915, 1.3328)
H (2.5970, 2.0569, 3.4293)
C (2.1450, -2.5488, 1.2916)
H (-0.6581, 0.7183, -2.1013)
H (-1.5314, 3.3836, 6.4152)
H (-2.4558, -3.8424, -2.2060)
H (-0.4551, 4.3827, 2.4009)
H (2.3464, -2.1019, -1.5545)
C (2.9940, 1.6162, 2.5159)
C (2.4170, 2.2818, 1.2777)
H (2.3806, 0.2807, -5.1001)
C (-1.0429, 4.0194, 4.4277)
C (-5.6087, -1.5708, -1.8731)
H (-4.5349, -3.1101, -2.8653)
C (-4.4212, -0.3091, -0.2022)
C (-0.5001, 2.7389, -0.0745)
H (2.2271, -1.5840, 1.7797)
H (1.1268, 3.5002, -1.2699)
C (0.2297, 0.2341, -2.4914)
Br (4.0576, -1.9046, -3.9009)
C (0.6722, -6.1991, -1.7007)
O (0.4820, 0.2273, 1.0462)
N (-1.0444, -2.9147, -1.0050)
C (1.9053, -1.3334, -2.1691)
H (3.6241, 4.0592, 1.3081)
H (2.1536, 4.1956, 2.2598)
N (0.7756, -0.7426, -1.7391)
H (0.0776, 0.3706, 3.8415)
C (-0.7492, 1.7739, 5.2355)
C (-1.8961, 2.6864, 0.0240)
N (1.1423, -2.6874, 0.4335)
H (-4.3928, 0.4387, 0.5782)
H (2.0854, 4.2962, 0.4913)
C (-0.5331, 3.6453, 3.1922)
H (-1.3571, 5.0421, 4.5903)
H (-6.5145, -0.1227, -0.5554)
H (-2.3467, 2.1941, 0.8789)
C (1.9336, 0.0017, -4.1556)
C (0.0526, 3.4240, -1.1579)
C (-3.2764, -2.0490, -1.4611)
C (3.0714, -3.5666, 1.5386)
C (-5.5937, -0.6143, -0.8387)
H (-1.1124, -5.3108, -2.4732)
H (3.8587, -3.3978, 2.2585)
C (-1.1494, 3.0851, 5.4482)
Re (-0.2892, -1.2835, -0.0270)
C (-4.4904, -2.3109, -2.1360)
H (4.0820, 1.7510, 2.5310)
H (3.7228, -5.5198, 0.9715)
C (-0.2804, -5.1700, -1.7969)
Si (0.4732, 1.8267, 1.2624)

Its expectation value of S² is 0.76. The value obtained for the calculated total energy is -7259.8585 Ha. The charge is +2. The calculation puts the HOMO-LUMO gap (spin up / spin down) at 0.173 / 0.188 hartree. Its HOMO energy (spin up / spin down) is -12.972 / -12.992 eV. Its multiplicity is 2.